{"formula": "C23H51AgCl9O14P3", "method": "ωB97M-V with the def2-TZVPD basis set", "orbital_gap_ev": [8.1125, 4.7213], "lumo_ev": [-2.00, -5.39], "homo_energy_ha": [-0.3716, -0.3716], "e_above_lowest_ev": 14.364, "spin_multiplicity": 2, "s2": 0.753, "charge": 1, "total_energy_ev": -197898.0638, "species": ["Ag", "C", "C", "O", "O", "H", "H", "H", "C", "C", "O", "P", "O", "O", "C", "C", "O", "C", "C", "H", "H", "H", "H", "H", "H", "H", "H", "H", "H", "H", "H", "H", "H", "H", "C", "C", "O", "P", "O", "O", "C", "C", "O", "C", "C", "H", "H", "H", "H", "H", "H", "H", "H", "H", "H", "H", "H", "H", "H", "H", "C", "C", "O", "P", "O", "O", "C", "C", "O", "C", "C", "H", "H", "H", "H", "H", "H", "H", "H", "H", "H", "H", "H", "H", "H", "H", "C", "Cl", "Cl", "Cl", "H", "C", "Cl", "Cl", "Cl", "H", "C", "Cl", "Cl", "Cl", "H"], "xyz": [[-4.85185, 0.41535, -3.50357], [-1.19201, -0.66509, -1.52815], [-2.49590, -0.16177, -1.99056], [-2.63008, 0.80727, -2.79985], [-3.59725, -0.74675, -1.78178], [-0.58509, -1.09663, -2.31967], [-1.41223, -1.31318, -0.67845], [-0.62179, 0.18688, -1.13689], [7.83741, -4.17701, 1.74434], [6.43601, -4.58771, 1.35331], [5.57987, -3.42839, 1.41140], [4.14212, -3.50174, 0.81877], [4.02390, -3.68435, -0.62122], [3.43561, -4.59985, 1.70754], [2.61022, -5.62303, 1.13246], [1.24721, -5.07100, 0.71025], [3.56506, -2.14750, 1.37687], [2.72734, -1.31008, 0.56215], [1.51276, -0.87684, 1.35618], [8.53983, -4.26513, 0.91925], [7.84824, -3.16226, 2.14121], [8.23494, -4.79029, 2.55596], [6.42252, -4.96217, 0.32653], [6.03406, -5.37131, 1.99616], [3.07210, -6.08406, 0.25768], [2.50188, -6.39297, 1.89151], [0.98978, -4.19601, 1.31520], [1.27960, -4.79045, -0.33666], [0.42849, -5.76664, 0.90333], [3.31852, -0.47915, 0.17882], [2.41842, -1.88376, -0.31744], [1.57404, 0.19235, 1.57396], [0.58183, -1.12217, 0.84745], [1.49914, -1.35251, 2.33594], [3.87127, -2.11824, 3.53815], [4.63202, -1.51650, 2.36995], [4.00999, -0.38338, 1.73777], [3.55898, 0.87448, 2.56534], [4.43843, 1.35538, 3.62316], [3.25486, 1.95880, 1.45187], [2.58968, 1.53775, 0.25923], [1.37317, 2.40232, -0.04205], [2.10719, 0.42801, 3.04574], [1.40401, 1.23640, 4.00029], [-0.08358, 1.15026, 3.70193], [2.86297, -2.41854, 3.24396], [4.37468, -3.05689, 3.77423], [3.81205, -1.42803, 4.37591], [5.64887, -1.28368, 2.70073], [4.78775, -2.26516, 1.59181], [3.27819, 1.54357, -0.58395], [2.22557, 0.50975, 0.35805], [0.84461, 2.76707, 0.83696], [1.73802, 3.32204, -0.51458], [0.74715, 1.88157, -0.76267], [1.63687, 0.88992, 5.00346], [1.71251, 2.27972, 3.88668], [-0.25070, 1.05566, 2.62271], [-0.49482, 0.20936, 4.08256], [-0.64873, 2.00594, 4.06021], [-3.86817, 6.42830, -1.85343], [-4.55650, 5.46500, -0.92162], [-4.59035, 4.16890, -1.53759], [-5.62609, 3.08589, -1.07199], [-5.51092, 1.89929, -1.93185], [-5.46633, 2.83278, 0.45667], [-4.31152, 2.21243, 1.07487], [-2.98444, 2.53775, 0.46789], [-7.02483, 3.76513, -1.06724], [-7.57469, 4.13169, -2.35672], [-8.87437, 4.87700, -2.11691], [-2.80319, 6.18593, -1.91750], [-4.29405, 6.45526, -2.85327], [-3.85800, 7.43236, -1.42401], [-3.99010, 5.44297, 0.01440], [-5.56625, 5.78208, -0.65519], [-4.35229, 2.47484, 2.12892], [-4.48044, 1.13240, 1.02844], [-2.78921, 3.60674, 0.47118], [-2.21870, 2.02756, 1.05427], [-2.93204, 2.15023, -0.55007], [-6.86263, 4.76795, -2.88857], [-7.75436, 3.22966, -2.94337], [-9.43354, 4.96118, -3.04598], [-9.50035, 4.30812, -1.42592], [-8.68630, 5.83649, -1.63969], [2.86380, -3.36856, -3.52630], [3.50956, -3.76905, -5.10012], [1.86636, -4.65682, -2.88855], [1.97086, -1.81645, -3.57822], [3.66521, -3.19713, -2.81822], [-3.20178, -4.39054, -1.99600], [-1.45538, -4.49158, -1.81797], [-4.01520, -4.93336, -0.52690], [-3.75283, -5.27478, -3.41500], [-3.48964, -3.36085, -2.15226], [-0.42270, 2.92202, -4.02266], [-0.92268, 3.58570, -2.44934], [1.31635, 2.76499, -4.11083], [-1.06719, 3.92113, -5.32200], [-0.86084, 1.93775, -4.10083]]}